Entry 1:
# C5H12O

The molecule C5H12O at a distorted geometry (ωB97M-V/def2-TZVPD, OMol25).

Structure (XYZ):
```
18
Properties=species:S:1:pos:R:3:forces:R:3
C 1.467737 1.240319 -0.641770 0.05 0.14 -0.16
C 0.018502 0.865665 -0.402669 -0.07 0.17 0.06
C -0.613313 -0.200712 -1.262340 -0.12 -0.02 -0.17
C -1.435176 -1.115604 -0.338890 0.23 0.49 -0.20
O -0.721620 -1.502542 0.837253 1.01 0.85 0.52
C 0.229419 -0.605965 1.869536 -0.57 -1.27 0.24
H 2.087598 0.341828 -0.768594 -0.16 0.16 -0.01
H 1.863292 1.788734 0.224866 -0.03 -0.02 -0.22
H 1.592859 1.867886 -1.524921 0.12 0.01 -0.01
H -0.637014 1.722044 -0.231658 0.05 0.21 -0.40
H 0.029060 0.369546 0.550054 -0.19 0.95 -0.73
H -1.283838 0.206128 -2.021204 0.10 -0.07 -0.18
H 0.161095 -0.799959 -1.757816 -0.12 0.10 0.03
H -2.411394 -0.641974 -0.114945 0.40 -0.01 0.26
H -1.672378 -2.020428 -0.934916 0.25 0.09 0.78
H 0.943129 -1.400050 1.976722 -0.02 -0.45 0.71
H -0.490049 -0.448138 2.655614 0.00 -0.42 0.44
H 0.872090 0.333222 1.885676 -0.95 -0.92 -0.96
```
Positions in Å, forces in eV/Å.

Results
E_HOMO (eV): -9.6
Kohn-Sham gap (eV): 10.525
DFT total energy (Ha): -272.817946
SMILES: CCCCOC


Entry 2:
# C37H58AgN4O4PS2SeSi

C37H58AgN4O4PS2SeSi as an isolated structure at a distorted geometry (ωB97M-V/def2-TZVPD, OMol25).

Structure (XYZ):
```
109
Properties=species:S:1:pos:R:3:forces:R:3
Ag 0.396413 -5.220129 -0.045468 0.30 -0.14 0.09
N 4.573943 -5.044105 2.231847 -1.02 -0.71 -0.22
C 3.477646 -4.886130 1.436994 0.08 1.01 -0.61
S 2.472311 -6.255886 1.222497 -0.21 0.30 0.01
N 3.403335 -3.618880 0.942354 -0.02 -1.48 1.04
N 2.235007 -3.377694 0.360076 -1.00 0.32 -0.13
C 1.866051 -2.143689 0.184497 2.49 -0.55 0.96
C 2.873387 -1.090478 0.557540 -0.45 0.48 0.72
C 2.743693 -0.207622 1.648503 -0.84 -0.21 -0.97
C 3.743219 0.601082 2.114877 0.84 -0.80 -0.17
C 4.989967 0.494053 1.455282 0.37 1.75 2.47
C 5.159642 -0.329138 0.411900 -2.21 -1.14 -1.50
C 4.072455 -1.092229 -0.079888 1.21 -0.61 -1.51
C 0.681095 -1.884425 -0.562698 0.09 2.59 -0.36
C 0.451555 -0.511670 -0.951017 -0.15 -0.66 -0.40
C -0.479741 -0.234511 -1.959597 0.94 -1.43 1.46
C -1.207835 -1.339478 -2.418637 -0.73 -0.30 0.16
C -1.020030 -2.615796 -1.836135 1.14 1.44 0.12
N -0.032296 -2.912572 -0.942232 -2.26 0.40 -1.70
H 4.741805 -5.992411 2.519315 0.45 0.17 0.01
H 5.256535 -4.332393 2.141213 0.76 0.39 0.17
H 1.746705 -0.053338 1.976582 -0.81 -0.18 0.96
H 3.571695 1.129585 3.051235 0.24 0.39 -0.48
H 5.854317 1.091214 1.807157 -0.62 -0.35 -0.16
H 6.046931 -0.351746 -0.123859 1.69 -0.06 -0.78
H 4.137641 -1.725805 -1.017990 0.36 0.76 1.35
H 1.088847 0.275106 -0.516442 -0.42 -0.45 -0.36
H -0.584354 0.770622 -2.310239 -0.25 0.47 -0.30
H -2.009138 -1.145141 -3.157438 0.57 -0.53 0.43
H -1.643997 -3.422810 -2.112796 -0.55 -0.83 -0.28
C -0.315875 2.996131 1.023452 1.06 -0.90 -0.22
C 0.717715 4.095389 0.788067 -0.26 1.27 1.48
C 1.986172 3.637152 0.097664 0.65 0.60 -2.70
C 1.029237 4.642689 2.222305 1.80 0.23 -0.83
O 0.132496 5.171031 0.074031 0.21 -0.13 -0.23
Si 0.127727 5.340261 -1.597857 -1.24 -1.17 0.25
S -0.326849 3.633516 -2.680219 0.20 0.25 0.20
O -0.973386 6.558536 -1.685236 -2.53 0.82 0.01
C -2.445092 6.538904 -1.398832 1.17 1.24 0.23
C -2.706881 7.388834 -0.111258 1.64 -0.22 -1.60
C -2.946259 5.177089 -1.121796 0.09 -1.55 -0.52
C -3.135838 7.177683 -2.584237 -0.10 -0.58 -1.16
O 1.516596 6.082636 -2.017652 0.94 -0.27 -0.91
C 1.981623 6.348562 -3.368049 -0.06 2.25 1.10
C 2.883266 5.304528 -3.926490 1.91 -1.03 1.52
C 2.669867 7.736055 -3.140310 0.33 -0.91 1.25
C 0.860751 6.500490 -4.383849 1.10 -0.51 -0.76
H 0.149018 2.208351 1.706828 -0.85 0.95 -0.77
H -0.469719 2.572281 0.038783 -0.49 -0.48 -0.18
H -1.261363 3.412911 1.404763 0.44 -0.20 0.07
H 2.363476 2.783622 0.614335 0.70 -0.68 0.24
H 2.782164 4.430008 -0.082242 -0.96 -0.61 1.14
H 1.837843 3.385584 -1.030587 -0.39 -0.18 2.02
H 1.384770 3.816527 2.871197 -0.28 0.48 -0.20
H 0.227170 5.206313 2.676082 -0.62 -0.26 -0.01
H 1.853119 5.381619 2.120568 -0.24 -0.41 0.15
H -2.056423 6.973373 0.624242 0.31 -0.25 0.88
H -3.716391 7.397209 0.193339 -1.28 -0.35 0.30
H -2.419262 8.413478 -0.270967 0.30 0.53 -0.17
H -2.275433 4.689609 -0.436891 0.11 -0.29 0.49
H -3.015327 4.520072 -1.983378 0.44 0.13 -0.37
H -3.937005 5.152704 -0.731247 -0.89 0.44 0.68
H -2.526736 8.015612 -2.935192 -0.35 0.20 0.19
H -4.176872 7.460449 -2.345128 0.47 0.12 -0.02
H -3.193498 6.467686 -3.449571 0.14 0.40 0.71
H 3.898177 5.241836 -3.380173 -1.55 -0.03 -0.60
H 3.107091 5.458056 -4.982235 -0.15 0.01 0.04
H 2.297612 4.395440 -3.765648 0.48 -0.41 -0.31
H 3.379093 7.658315 -2.252223 -0.77 -0.08 -1.13
H 1.883711 8.433694 -2.823439 0.27 0.05 -0.35
H 3.239743 8.068338 -3.998973 -0.04 0.27 -0.33
H 0.296348 5.564673 -4.465294 0.13 0.14 -0.07
H 1.464716 6.657626 -5.337495 -1.47 0.37 0.80
H 0.194355 7.276484 -4.057836 -0.33 0.62 -0.36
C -1.455314 -10.996743 3.688215 -1.11 0.13 0.85
C -1.465045 -9.862004 2.648943 -0.99 -0.23 1.12
C -2.315995 -8.751653 2.776134 1.01 -0.06 -1.50
C -2.356672 -7.760087 1.772869 -1.17 0.04 0.93
C -3.229966 -6.511417 2.007834 1.24 -0.28 -1.13
C -1.591618 -7.867909 0.614995 0.93 -0.62 -0.28
Se -1.669058 -6.530669 -0.783050 0.04 -0.21 -0.01
C -0.706515 -8.985302 0.498794 -1.45 0.64 -0.57
C 0.019491 -9.249559 -0.810435 3.19 -0.62 1.52
C -0.675308 -9.944320 1.526900 0.58 1.03 -1.22
H -0.457072 -11.405243 3.793405 0.17 -0.33 -0.24
H -2.205871 -11.849403 3.498963 1.13 1.26 -0.04
H -1.697451 -10.624977 4.728245 0.06 -0.15 -1.10
H -2.918279 -8.597196 3.638059 -0.46 -0.11 0.70
H -4.144259 -6.640320 2.558123 -0.33 -0.54 0.40
H -3.479412 -6.093172 0.994850 0.41 0.05 1.25
H -2.553246 -5.880084 2.609506 -0.52 0.48 -0.50
H 0.786546 -8.508538 -1.150797 -1.12 0.11 0.46
H -0.536823 -9.546423 -1.664723 -1.01 0.00 -0.51
H 0.718618 -10.100614 -0.576011 -0.67 0.23 -0.32
H 0.090490 -10.683597 1.400534 0.04 -0.76 0.17
C -3.343842 0.877395 0.444221 -2.37 1.91 0.30
P -3.275273 -0.249256 1.829281 -2.26 -0.73 -0.05
C -2.923505 -1.824391 1.021127 0.84 -0.72 1.09
C -1.796112 0.183322 2.641798 1.39 0.75 2.05
O -4.506088 -0.287266 2.700860 0.84 0.21 -0.70
H -3.545111 1.900081 0.871546 0.57 -0.72 -0.39
H -4.260253 0.731190 -0.169973 0.42 -0.42 0.50
H -2.544184 0.907241 -0.252487 1.10 -0.05 -0.26
H -2.687791 -1.790756 -0.034735 0.51 0.33 -0.05
H -3.801612 -2.436971 1.079658 -0.62 -0.32 0.27
H -2.130303 -2.344321 1.626632 -0.57 0.28 -0.87
H -1.100078 0.032515 1.843617 1.06 0.14 -0.44
H -1.496170 -0.509918 3.480280 -0.57 0.63 -0.86
H -1.719416 1.255450 3.008017 -0.31 -1.33 -0.56
```
Positions in Å, forces in eV/Å.

Results
E_HOMO (eV): -2.7
Charge: -2
Kohn-Sham gap (eV): 6.712
DFT total energy (Ha): -5940.552068


Entry 3:
# C6H32N2O11

A 12-piece molecular cluster, C6H32N2O11 overall at a distorted geometry (ωB97M-V/def2-TZVPD, OMol25).

Structure (XYZ):
```
51
Properties=species:S:1:pos:R:3:forces:R:3
C 1.253283 -1.628615 -0.905195 -4.89 -3.65 -1.92
C 0.197927 -0.968337 -0.053241 -1.72 1.35 -0.06
C 0.058062 0.582154 -0.658840 2.05 -2.01 5.03
C -1.319247 0.824285 -0.992150 -2.99 2.30 -3.67
C -2.588197 0.779235 -0.389045 1.86 1.48 -4.09
N -3.471041 1.375661 -1.347532 1.38 0.10 -0.36
C -2.719217 1.777056 -2.493929 -0.28 -2.88 4.57
N -1.497924 1.388235 -2.330139 0.96 0.46 0.96
H 1.003123 -1.799431 -2.029781 0.56 1.24 1.75
H 2.156644 -1.296012 -0.680417 4.17 1.71 0.32
H 1.230647 -2.675588 -0.601692 0.33 0.06 -0.25
H 0.574663 -0.854595 1.032727 -0.85 -0.59 -1.65
H -0.891977 -1.559489 -0.109116 3.06 1.80 0.34
H 0.966744 0.757001 -1.243474 -1.18 -0.05 -1.16
H 0.418012 1.239832 0.213971 -1.03 -0.72 -0.74
H -2.850594 0.265096 0.467758 -0.83 -0.51 1.45
H -4.478179 1.411009 -1.339313 0.15 -0.08 0.42
H -3.207917 2.216440 -3.294859 -0.54 0.74 -1.48
O 0.769833 3.667560 2.378142 -0.70 -1.87 -3.78
H 0.696201 3.977943 1.391752 0.29 -1.02 1.98
H 0.846303 4.483973 2.761396 0.38 3.08 2.11
O 2.105064 1.349724 2.713016 -0.26 -0.16 1.23
H 2.052141 1.030630 3.641527 0.19 -0.03 -1.00
H 1.595906 2.179184 2.752252 0.10 0.19 -0.38
O 4.247568 -0.194235 2.792444 -0.27 0.34 2.28
H 4.638055 -0.757372 2.166545 0.60 -0.50 -1.58
H 3.901598 0.641268 2.475324 -0.21 -0.08 -0.66
O -0.390242 -2.804663 3.509128 0.61 -0.71 0.58
H -0.915702 -2.153101 3.052069 -0.39 -0.19 -0.59
H -0.525364 -3.671642 3.087654 -0.09 0.84 -0.01
O 1.780627 -4.106961 1.142189 1.23 -0.47 2.33
H 2.253790 -3.539882 1.845407 -1.56 -0.75 -2.32
H 1.426928 -3.667277 0.371908 0.43 0.73 0.62
O 2.362172 0.521535 -3.487935 -3.03 2.11 -0.62
H 2.145054 0.900274 -4.397632 0.73 -0.89 1.55
H 1.539149 0.915304 -2.993664 2.25 -1.20 -1.07
O -4.099655 -1.988331 -0.711903 2.23 0.89 3.29
H -3.906741 -2.323507 -1.530702 -0.23 -1.27 -3.04
H -4.961526 -1.761720 -0.489543 -2.41 0.24 -0.33
O -2.470725 -2.120065 1.495886 -0.81 -2.16 -2.25
H -3.125944 -1.521199 1.856249 -0.43 -0.18 -0.20
H -2.921078 -2.674133 0.694588 1.17 2.39 2.80
O 0.492569 4.496548 -0.169507 -1.68 -0.92 -0.80
H -0.298555 3.969719 -0.465377 1.14 0.41 0.47
H 0.429289 5.259860 -0.743963 0.33 0.42 0.00
O 3.353260 3.146443 -0.941210 -0.96 0.08 0.68
H 3.839250 3.413759 -1.717537 0.65 -0.45 0.07
H 3.822470 2.543698 -0.347647 0.29 0.33 -0.74
O -2.141239 -3.928387 -1.706208 -2.20 1.48 -1.95
H -1.292633 -3.970525 -1.350959 2.34 -0.25 1.10
H -2.082633 -3.148356 -2.319421 0.04 -1.17 0.76
```
Positions in Å, forces in eV/Å.

Results
E_HOMO (eV): -8.6
Kohn-Sham gap (eV): 8.536
DFT total energy (Ha): -1184.811961
SMILES: CCCc1c[nH]cn1.O.O.O.O.O.O.O.O.O.O.O


Entry 4:
# C2H8N2O2

A 2-piece molecular cluster, C2H8N2O2 overall at a distorted geometry (ωB97M-V/def2-TZVPD, OMol25).

Structure (XYZ):
```
14
Properties=species:S:1:pos:R:3:forces:R:3
C 0.689269 -0.734027 2.256434 -1.43 2.77 -0.85
C -0.960050 -0.140233 -1.405616 0.80 1.74 -0.07
N -0.963486 2.147948 -2.148417 1.62 1.27 -2.24
N -0.509833 0.962983 -2.048083 -0.61 -2.49 0.22
O -0.105481 -1.189028 -1.307811 0.60 -0.89 1.69
O 1.157497 -0.063226 1.008792 -0.84 -0.97 2.17
H -0.036696 -0.063157 2.773248 0.27 -0.40 -0.72
H 1.394201 -0.917346 3.015540 1.59 -0.24 0.41
H 0.212793 -1.623485 1.981342 -0.76 -1.43 -0.27
H -1.678489 -0.038458 -0.595193 -0.17 0.37 -0.40
H -1.660797 2.314136 -1.508603 -2.08 0.19 2.07
H 2.086905 -0.221541 1.073967 1.08 0.16 -0.57
H 0.204907 0.795558 -2.767848 0.01 -0.31 0.70
H 0.169259 -1.230125 -0.327751 -0.09 0.24 -2.14
```
Positions in Å, forces in eV/Å.

Results
E_HOMO (alpha / beta) (eV): -7.0 / -7.0
Kohn-Sham gap (alpha / beta) (eV): 7.585 / 7.583
DFT total energy (Ha): -340.852630


Entry 5:
# C4H3NaO

C4H3NaO as an isolated structure (ωB97M-V/def2-TZVPD, OMol25).

Structure (XYZ):
```
9
Properties=species:S:1:pos:R:3:forces:R:3
C -1.494844 0.295382 -0.191015 0.16 0.06 0.05
C -1.849347 -1.054903 -0.486120 -0.17 -0.26 0.10
C -2.746458 -0.209519 0.011010 0.20 -0.17 -0.20
H -1.470140 -2.015255 -0.832752 -0.19 0.35 0.03
C 2.021662 -1.256551 0.725541 0.19 0.00 0.02
O 2.098481 -0.152205 0.233510 -0.19 -0.28 0.13
Na 0.645555 1.552614 -0.115002 0.00 0.05 -0.03
H 1.151521 -1.555812 1.342942 0.18 0.05 -0.13
H 2.825100 -2.003895 0.583562 -0.19 0.21 0.03
```
Positions in Å, forces in eV/Å.

Results
E_HOMO (alpha / beta) (eV): -14.3 / -14.9
<S²>: 0.75
Charge: +1
Kohn-Sham gap (alpha / beta) (eV): 10.597 / 8.889
DFT total energy (Ha): -391.332906
2S+1: 2


Entry 6:
# C7H14N3O5

An isolated ion of composition C7H14N3O5 and charge +1 at a distorted geometry (ωB97M-V/def2-TZVPD, OMol25).

Structure (XYZ):
```
29
Properties=species:S:1:pos:R:3:forces:R:3
C -2.439017 1.397696 0.314921 -0.22 0.16 0.04
C -1.068199 -0.352737 1.027562 0.34 -0.49 0.09
C 0.441439 -0.546684 1.295966 -0.14 0.73 0.34
C 1.344378 0.649282 0.932269 -0.19 -0.22 -0.54
C 1.048080 1.407070 -0.384447 -0.01 -0.35 0.05
C 0.881528 0.521468 -1.575120 -1.57 -0.71 0.89
C -1.392489 -0.496150 -0.441658 1.12 0.92 -0.46
N -1.627877 0.935240 1.308131 0.31 -0.08 0.16
N -2.434835 0.404694 -0.683041 0.11 -0.88 -0.16
N -1.559362 -1.908544 -0.867739 -0.05 0.11 0.16
O -3.033310 2.433389 0.256730 -0.14 0.26 -0.03
O 0.785090 -1.730755 0.588359 0.09 -0.15 -0.07
O 1.242597 1.536157 2.010135 -0.02 0.17 0.23
O 2.083880 2.347464 -0.611724 0.32 0.43 0.02
O 0.426518 0.993840 -2.724670 0.08 0.27 -0.20
H -1.577780 -1.135797 1.624635 0.01 -0.01 -0.14
H 0.584776 -0.682791 2.375383 0.00 -0.08 -0.13
H 2.377177 0.254633 0.853900 -0.17 0.00 -0.04
H 0.157304 2.034164 -0.248188 0.08 -0.18 -0.02
H 1.407508 -0.417008 -1.656014 0.11 -0.05 -0.11
H -1.457488 1.446976 2.157115 -0.07 0.09 -0.05
H -2.789378 0.622280 -1.600779 0.07 0.23 -0.01
H -2.397960 -2.367553 -0.469455 0.17 0.09 -0.11
H -0.699765 -2.358078 -0.493734 -0.24 -0.04 -0.24
H -1.586786 -1.990508 -1.889079 0.05 -0.05 0.25
H 1.606831 -2.092118 0.940649 -0.08 -0.06 0.00
H 1.733615 2.342922 1.805617 0.01 -0.02 -0.01
H 2.920920 1.899944 -0.798805 -0.09 -0.01 0.01
H 0.130183 1.915804 -2.651614 0.10 -0.10 0.07
```
Positions in Å, forces in eV/Å.

Results
E_HOMO (alpha / beta) (eV): -11.0 / -11.7
Charge: +1
Kohn-Sham gap (alpha / beta) (eV): 6.929 / 8.487
DFT total energy (Ha): -815.292583


Record-wise energy above the lowest of the compared OMol25 structures with the same formula, charge and spin values, in kJ/mol: 343.2, 143.0, 358.6, 466.8, 0.0, 0.0